# C6H9P

An isolated molecule of C6H9P (wB97M-V/def2-TZVPD, the Open Molecules 2025 dataset).

Positions of all 16 atoms, in Å:
C: -1.604 1.106 1.641
P: -0.491 0.937 0.389
C: -0.216 2.639 -0.261
C: 0.639 -0.093 -1.031
C: 1.159 -1.331 -0.763
C: 0.990 -2.059 0.439
C: -0.150 -2.172 1.108
H: -1.907 0.223 2.040
H: 0.033 2.492 -1.261
H: 0.607 3.128 0.314
H: -0.996 3.395 -0.246
H: 0.700 0.507 -1.913
H: 1.698 -1.662 -1.582
H: 1.934 -2.480 0.736
H: -1.060 -1.580 0.800
H: -0.231 -2.801 2.024

Atomic forces in eV per Å
C 2.3 1.5 -2.7
P -0.3 1.4 -0.4
C 0.8 0.4 1.7
C -1.4 -1.0 3.6
C -2.2 4.6 -1.2
C 0.2 -0.6 0.7
C -0.9 0.2 0.7
H -1.1 -2.9 1.6
H 0.9 0.2 -1.8
H -0.3 -0.6 -0.7
H -0.6 -0.6 0.3
H 0.3 0.0 -0.5
H 1.4 -1.3 -1.2
H 0.0 -0.8 0.6
H 1.0 -1.1 0.2
H 0.1 0.7 -0.8

Summary:
Highest occupied orbital energy = -8.428 eV
Calculated total energy = -15650.697 eV
Net charge = 0
Structure (SMILES) = C#P(C)/C=C\C=C
Frontier orbital gap = 0.311 Eh

# C6H9P

An isolated molecule of C6H9P (wB97M-V/def2-TZVPD, the Open Molecules 2025 dataset).

Positions of all 16 atoms, in Å:
C: -1.733 0.473 1.517
P: -0.516 1.225 0.342
C: -0.901 0.242 -1.091
C: -0.019 -0.452 -1.769
C: 1.401 -0.782 -1.409
C: 1.836 -0.235 -0.259
C: 1.060 0.269 0.846
H: -1.600 0.765 2.497
H: -1.915 -0.673 1.638
H: -2.767 0.807 1.340
H: -1.857 0.483 -1.620
H: -0.327 -0.933 -2.639
H: 1.913 -1.124 -2.276
H: 2.980 -0.433 -0.093
H: 0.720 -0.645 1.504
H: 1.726 1.012 1.471

Atomic forces in eV per Å
C -1.8 -2.4 -1.0
P 0.3 -0.7 1.0
C -1.5 1.2 -0.8
C 1.5 -1.5 0.6
C -2.6 2.8 0.9
C 4.4 -2.7 -1.9
C -0.9 1.0 3.0
H 0.8 1.0 2.2
H 1.0 1.6 -0.8
H 0.3 0.3 -0.5
H 0.7 -0.4 0.7
H -0.7 -0.5 -1.7
H 1.1 -0.5 0.1
H -2.1 0.7 0.1
H 0.8 1.7 -0.9
H -1.4 -1.7 -0.9

Summary:
Highest occupied orbital energy = -7.958 eV
Calculated total energy = -15654.386 eV
Net charge = 0
Structure (SMILES) = CP1C=CC=CC1
Frontier orbital gap = 0.317 Eh

# C6H9P3

An isolated molecule of C6H9P3 (wB97M-V/def2-TZVPD, the Open Molecules 2025 dataset).

Positions of all 18 atoms, in Å:
C: 0.691 -1.751 -1.416
C: -0.524 -0.932 -1.006
P: -2.057 -1.535 -1.605
P: -3.362 0.092 -0.883
P: -1.929 1.084 0.439
C: -0.442 0.218 -0.201
C: 0.940 0.630 0.297
C: 1.153 1.962 0.941
C: 0.876 0.772 1.794
H: 1.157 -1.886 -0.434
H: 1.342 -1.226 -2.032
H: 0.324 -2.738 -1.858
H: -3.866 -0.800 0.078
H: 1.679 0.119 -0.135
H: 0.252 2.675 0.644
H: 2.128 2.462 0.853
H: 1.698 0.227 2.319
H: -0.059 0.627 2.203

Atomic forces in eV per Å
C -2.2 -1.5 1.9
C -2.0 -0.7 -1.7
P 0.8 0.9 0.5
P 1.2 -0.4 0.1
P 1.7 -1.2 -1.4
C -0.9 1.9 1.0
C -4.5 0.9 0.9
C -1.8 2.0 -1.3
C 3.4 -0.4 0.1
H 0.6 -0.7 -0.4
H 1.2 0.8 -1.3
H 0.9 1.3 0.5
H -0.4 -0.1 0.3
H 3.0 -1.7 -1.3
H 2.0 -1.4 1.2
H -0.4 -0.5 0.3
H -0.6 1.0 -0.2
H -1.7 -0.1 0.9

Summary:
Highest occupied orbital energy = -7.804 eV
Calculated total energy = -34231.237 eV
Net charge = 0
Structure (SMILES) = CC1=P[PH]#P=C1C1CC1
Frontier orbital gap = 0.250 Eh

# C70H110O43V

A structure of composition C70H110O43V (wB97M-V/def2-TZVPD, the Open Molecules 2025 dataset).

Positions of all 224 atoms, in Å:
V: 3.641 -0.959 -1.584
C: 6.766 -0.275 -3.953
C: 6.592 -1.560 -3.171
C: 7.602 -1.717 -2.031
O: 5.294 -1.552 -2.675
H: 7.660 -0.490 -4.538
H: 6.898 0.643 -3.381
H: 5.955 -0.079 -4.655
H: 6.721 -2.420 -3.828
H: 8.592 -1.757 -2.486
H: 7.441 -2.649 -1.488
H: 7.504 -0.831 -1.405
C: 0.558 1.304 -1.214
C: 0.820 0.234 -0.151
C: -0.437 -0.599 0.001
O: 2.050 -0.405 -0.355
H: -0.386 1.827 -1.058
H: 0.398 0.842 -2.189
H: 1.351 2.042 -1.334
H: 0.864 0.705 0.831
H: -0.599 -1.120 -0.942
H: -1.342 -0.087 0.331
H: -0.331 -1.366 0.768
O: 2.421 -4.170 5.880
C: 1.928 -3.287 5.191
O: 1.709 -3.498 3.916
C: 1.250 -2.290 3.200
C: 1.763 -1.193 4.148
C: 1.630 -1.849 5.512
H: 0.171 -2.205 3.072
H: 1.699 -2.196 2.211
H: 1.249 -0.235 4.066
H: 2.790 -0.943 3.882
H: 0.583 -1.968 5.789
H: 2.289 -1.391 6.250
O: 3.669 -3.011 -0.691
C: 3.606 -4.157 -0.317
O: 2.988 -5.044 -1.086
C: 3.053 -6.355 -0.591
C: 4.084 -6.285 0.549
C: 4.227 -4.758 0.923
H: 3.257 -7.133 -1.328
H: 2.090 -6.657 -0.179
H: 5.106 -6.623 0.376
H: 3.744 -6.908 1.377
H: 5.222 -4.445 1.237
H: 3.438 -4.522 1.637
O: 6.639 2.961 2.642
C: 5.489 2.708 2.871
O: 4.643 2.233 1.921
C: 3.266 2.217 2.427
C: 3.468 2.187 3.964
C: 4.827 2.870 4.239
H: 2.758 1.323 2.066
H: 2.751 3.109 2.070
H: 3.613 1.152 4.277
H: 2.599 2.606 4.473
H: 5.479 2.338 4.930
H: 4.794 3.935 4.470
O: 4.549 0.949 -1.202
C: 5.167 2.019 -1.228
O: 6.448 2.050 -0.821
C: 6.913 3.398 -0.831
C: 5.684 4.278 -1.020
C: 4.638 3.387 -1.644
H: 7.508 3.604 -1.721
H: 7.390 3.715 0.097
H: 5.906 5.173 -1.602
H: 5.459 4.600 -0.003
H: 4.703 3.428 -2.732
H: 3.629 3.527 -1.259
O: 2.208 -2.058 -2.712
C: 1.303 -2.244 -3.504
O: 0.202 -1.536 -3.486
C: -0.632 -1.987 -4.609
C: 0.208 -2.851 -5.468
C: 1.196 -3.391 -4.428
H: -1.020 -1.157 -5.199
H: -1.430 -2.651 -4.277
H: 0.706 -2.323 -6.282
H: -0.355 -3.671 -5.912
H: 2.174 -3.657 -4.831
H: 0.781 -4.107 -3.718
O: 3.037 0.449 -3.291
C: 2.672 1.304 -4.121
O: 2.485 2.556 -3.809
C: 1.905 3.270 -4.877
C: 1.435 2.220 -5.835
C: 2.385 1.104 -5.591
H: 2.699 3.862 -5.331
H: 1.064 3.887 -4.559
H: 1.574 2.646 -6.829
H: 0.371 2.091 -5.638
H: 3.264 1.296 -6.207
H: 2.076 0.078 -5.794
O: 4.795 -1.035 0.426
C: 5.414 -1.137 1.495
O: 4.791 -1.584 2.575
C: 5.703 -1.673 3.685
C: 6.845 -0.623 3.258
C: 6.861 -0.729 1.773
H: 6.022 -2.691 3.907
H: 5.158 -1.348 4.571
H: 7.812 -0.732 3.749
H: 6.545 0.373 3.584
H: 7.608 -1.427 1.394
H: 7.058 0.226 1.285
C: -3.590 5.936 1.191
C: -3.796 5.994 2.690
C: -2.552 6.166 3.568
O: -2.728 7.321 4.271
C: -3.850 7.941 3.826
O: -4.244 9.057 4.114
O: -4.436 7.210 2.865
H: -2.884 6.664 0.791
H: -4.581 5.899 0.738
H: -3.231 4.965 0.853
H: -4.467 5.240 3.102
H: -1.653 6.216 2.955
H: -2.411 5.294 4.207
C: -1.130 2.875 2.352
C: -1.117 2.111 3.647
C: -2.566 2.027 4.170
O: -2.657 0.735 4.692
C: -1.707 -0.026 4.145
O: -1.624 -1.268 4.270
O: -0.846 0.711 3.404
H: -0.098 2.822 2.003
H: -1.374 3.937 2.393
H: -1.694 2.432 1.532
H: -0.481 2.504 4.441
H: -3.329 2.256 3.425
H: -2.642 2.855 4.874
C: -5.623 -0.166 -2.251
C: -4.257 0.181 -1.660
C: -3.163 0.573 -2.691
O: -2.784 1.897 -2.354
C: -3.444 2.286 -1.255
O: -3.263 3.374 -0.763
O: -4.269 1.339 -0.817
H: -6.335 -0.326 -1.441
H: -5.576 -1.040 -2.902
H: -6.102 0.586 -2.878
H: -3.843 -0.652 -1.093
H: -3.615 0.486 -3.679
H: -2.423 -0.221 -2.585
C: -4.733 -1.479 1.653
C: -6.097 -0.800 1.779
C: -6.836 -1.008 3.054
O: -7.274 0.312 3.273
C: -6.666 1.214 2.549
O: -6.817 2.421 2.631
O: -5.809 0.593 1.750
H: -4.757 -2.428 1.118
H: -4.260 -1.689 2.613
H: -4.016 -0.807 1.182
H: -6.743 -1.029 0.932
H: -6.203 -1.405 3.847
H: -7.731 -1.620 2.938
C: -7.316 -5.711 -1.774
C: -6.417 -4.715 -1.006
C: -5.372 -5.309 -0.121
O: -4.154 -4.627 -0.447
C: -4.334 -3.740 -1.471
O: -3.516 -2.949 -1.949
O: -5.529 -4.029 -1.972
H: -8.065 -6.237 -1.182
H: -6.756 -6.426 -2.376
H: -7.968 -5.098 -2.396
H: -6.899 -3.962 -0.382
H: -5.306 -6.368 -0.368
H: -5.532 -5.207 0.953
C: -0.542 7.069 -1.679
C: -0.162 5.810 -0.846
C: 0.876 4.771 -1.412
O: 1.611 4.429 -0.208
C: 1.433 5.385 0.703
O: 2.034 5.457 1.784
O: 0.489 6.264 0.318
H: -1.393 6.769 -2.291
H: 0.298 7.318 -2.327
H: -0.820 7.957 -1.110
H: -1.068 5.292 -0.532
H: 1.401 5.156 -2.286
H: 0.287 3.932 -1.782
C: -2.565 6.126 -4.919
C: -3.204 5.292 -3.779
C: -4.553 5.722 -3.249
O: -5.439 4.613 -3.609
C: -4.751 3.626 -4.246
O: -5.207 2.560 -4.596
O: -3.491 4.039 -4.436
H: -3.349 6.319 -5.650
H: -1.745 5.603 -5.412
H: -2.151 7.075 -4.579
H: -2.531 5.049 -2.957
H: -4.931 6.570 -3.820
H: -4.576 5.891 -2.172
C: -1.773 -5.727 5.501
C: -2.370 -4.595 4.711
C: -2.692 -4.837 3.255
O: -4.078 -4.569 3.069
C: -4.603 -4.190 4.191
O: -5.729 -3.795 4.303
O: -3.649 -4.278 5.197
H: -2.456 -6.565 5.359
H: -1.833 -5.429 6.548
H: -0.751 -5.997 5.231
H: -1.926 -3.626 4.935
H: -2.489 -5.899 3.118
H: -1.998 -4.307 2.603
C: -0.447 -4.393 -0.536
C: -0.594 -5.634 -1.415
C: -1.662 -6.632 -0.961
O: -2.361 -6.891 -2.125
C: -1.939 -6.197 -3.146
O: -2.449 -6.221 -4.242
O: -1.001 -5.367 -2.742
H: 0.021 -3.494 -0.939
H: 0.156 -4.643 0.336
H: -1.429 -4.048 -0.212
H: 0.302 -6.253 -1.427
H: -2.332 -6.185 -0.226
H: -1.197 -7.532 -0.559

Atomic forces in eV per Å
V 0.5 -0.1 0.2
C 1.0 -0.3 -0.9
C -1.2 0.7 1.2
C 0.0 0.4 -0.8
O -3.2 0.0 1.6
H 0.3 0.7 -0.3
H 0.1 -0.2 0.4
H -0.2 -0.4 0.0
H -0.1 -0.1 -0.4
H 0.3 0.1 0.2
H -0.2 0.1 0.1
H 0.2 -0.1 0.3
C -0.3 0.0 -0.3
C 0.5 1.1 0.1
C 0.2 -1.6 -0.4
O 0.8 -0.9 -1.0
H -0.1 0.2 0.4
H 0.2 -0.3 -0.2
H 0.2 -0.2 0.3
H 0.4 0.7 0.3
H -0.5 -0.1 -0.1
H 0.1 0.6 -0.4
H 0.4 -0.2 0.1
O -1.1 1.3 -0.6
C 2.5 -1.1 1.8
O -1.2 -0.2 -2.8
C 0.7 0.9 0.8
C -0.3 0.5 -0.5
C 0.2 -0.2 -0.4
H -0.1 -0.6 0.4
H 0.3 -0.5 0.1
H -0.4 -0.3 -0.1
H 0.2 -0.4 0.2
H -0.2 0.9 0.5
H -0.4 -0.4 0.3
O -0.2 -0.2 0.3
C 1.5 1.4 -0.8
O -0.7 -0.1 -0.9
C 0.6 -0.9 1.5
C 0.8 0.2 1.2
C -2.1 -1.7 -0.9
H 0.4 0.6 -0.5
H -0.2 0.3 0.1
H -0.2 -0.3 -0.8
H 0.0 0.2 0.1
H -0.4 0.2 -0.3
H 0.4 0.2 0.8
O 0.1 -0.2 -0.5
C 0.1 0.4 0.2
O -0.4 0.2 0.3
C 0.9 -0.1 0.8
C 0.1 0.0 0.1
C -0.6 -0.4 -1.4
H 0.2 0.0 -0.2
H 0.1 0.0 0.1
H -0.4 -0.1 0.0
H 0.2 0.0 0.1
H -0.3 0.2 0.2
H -0.1 -0.1 0.1
O 1.1 2.2 -0.3
C -1.0 -2.4 0.5
O -0.7 0.2 -0.1
C 0.0 1.5 -1.0
C 0.0 0.8 0.9
C 0.7 -0.7 0.6
H 0.7 -0.7 0.2
H 0.3 -0.8 -0.1
H 0.0 -0.1 0.0
H -0.8 0.1 -0.1
H -0.3 0.0 0.0
H 0.1 -0.1 -0.3
O 0.0 0.1 -0.4
C 1.4 -0.1 1.5
O -1.0 0.6 -1.1
C -1.1 0.0 -0.3
C 1.0 -1.5 -0.3
C 0.6 0.7 -0.7
H -0.1 0.3 0.7
H -0.3 0.6 0.7
H 0.2 0.1 0.1
H -0.2 0.2 0.0
H -0.2 -0.3 0.3
H -0.1 -0.8 -0.6
O -0.9 2.1 -2.2
C 1.5 -3.4 1.5
O -0.1 0.7 1.8
C 0.3 0.8 -0.7
C -1.0 1.1 -1.3
C 0.1 -1.0 0.3
H -0.1 0.4 0.1
H 0.4 0.1 0.4
H -0.5 -0.3 -0.2
H 0.1 -0.8 -0.2
H 0.4 -0.1 0.3
H -0.2 0.2 0.0
O 1.7 -0.2 2.5
C -1.0 0.5 -3.5
O 0.1 -0.6 0.4
C 1.1 1.7 0.4
C -0.5 -0.7 1.8
C -0.6 0.3 -0.5
H 0.1 -0.1 -0.6
H 0.0 0.1 -0.1
H -0.1 -0.6 -0.1
H -0.4 0.0 -0.2
H -0.3 -0.3 -0.1
H -0.1 0.0 -0.1
C 0.0 -2.2 -0.2
C 0.5 -0.2 -0.6
C 0.9 -2.4 -1.3
O -0.7 1.6 1.1
C -1.0 3.1 -0.3
O 1.2 -2.5 0.1
O -1.0 1.6 1.0
H -0.4 0.4 0.2
H 0.0 0.8 -0.2
H 0.4 -0.2 0.3
H 0.1 -0.4 -0.4
H 0.2 0.3 -0.1
H -0.1 0.1 0.4
C 1.9 0.0 -0.8
C -2.6 -0.1 -0.6
C 0.9 2.0 -0.2
O -0.3 -0.8 0.5
C 0.5 -3.4 -0.1
O -0.3 4.0 -0.4
O 0.0 -0.2 0.5
H 0.3 0.3 -0.3
H -0.1 -0.1 0.5
H -0.4 -0.3 0.4
H 0.4 -0.1 -0.3
H 0.0 -0.6 -0.3
H -0.4 -0.6 0.8
C -0.2 0.4 0.3
C 0.4 0.0 -1.0
C -1.5 -1.6 -0.1
O 0.4 -0.5 -0.4
C 0.2 0.4 0.1
O -0.2 -0.6 -0.1
O -0.4 0.6 0.6
H 0.0 -0.3 0.1
H 0.3 -0.3 0.4
H 0.5 0.5 0.1
H -0.5 0.1 0.3
H 0.3 0.6 -0.2
H 0.9 0.8 -0.1
C 0.3 -0.3 0.1
C 1.8 -0.9 -1.3
C -0.3 -0.2 -0.1
O -2.0 0.3 2.3
C 0.2 2.6 0.2
O 0.3 -2.0 -0.2
O 0.4 0.4 -0.8
H -0.1 0.0 -0.1
H -0.3 0.0 0.3
H -0.3 0.0 -0.4
H 0.1 0.0 -0.2
H -0.2 0.3 0.2
H 0.2 -0.2 0.1
C -0.4 1.4 0.2
C 0.6 -0.1 -0.5
C 0.6 -1.2 0.4
O 1.2 1.1 0.4
C 0.9 -0.4 -0.9
O -1.9 -2.1 1.7
O -1.6 1.2 -0.7
H 0.5 -0.1 0.6
H 0.1 0.2 0.1
H 0.2 -0.1 -0.5
H -0.7 0.2 -0.7
H 0.6 -0.1 0.1
H -0.1 0.1 -0.1
C 0.4 -1.5 -0.4
C -0.1 0.8 -0.7
C -2.4 0.6 0.3
O 0.2 -0.1 -1.5
C 1.1 1.0 3.4
O -1.6 -0.5 -3.1
O 0.9 -0.1 1.2
H 0.1 0.3 -0.2
H -0.1 0.2 -0.1
H 0.1 -0.4 0.4
H -0.1 -0.2 0.0
H 1.0 0.2 0.6
H 0.4 -0.4 0.4
C -0.4 0.2 0.9
C 0.9 -0.6 -1.2
C -0.9 -0.3 -0.9
O 0.3 -0.2 0.4
C -0.7 -0.2 0.1
O 0.7 1.6 0.6
O 0.2 -0.8 0.0
H 0.1 0.1 -0.1
H -0.2 -0.3 0.2
H -0.2 0.1 0.1
H 0.2 0.1 -0.1
H 0.0 0.2 0.4
H -0.1 -0.1 -0.2
C -0.7 0.1 0.1
C 0.0 1.8 0.3
C 1.7 -1.4 -0.2
O 1.5 -0.4 -2.1
C 0.0 0.8 2.6
O 0.6 -0.3 0.3
O -3.6 0.0 0.4
H 0.2 -0.4 0.1
H 0.3 -0.2 0.0
H -0.1 0.1 -0.1
H 1.2 -0.2 -0.6
H -0.4 -0.2 -0.6
H -0.7 0.4 -0.3
C -0.3 0.1 0.0
C 0.5 -0.3 0.9
C 0.4 0.7 1.4
O -1.6 -2.3 0.3
C -1.8 0.7 -2.2
O 1.0 0.0 1.1
O 1.6 1.5 -0.7
H 0.3 -0.4 -0.6
H -0.1 -0.2 0.2
H -0.1 -0.1 0.1
H 0.6 0.6 -0.4
H -0.1 -0.1 0.0
H -0.3 -0.1 -0.1

Summary:
Highest occupied orbital energy (spin up / spin down) = -10.238 / -10.322 eV
Expectation value of S² = 2.009
Calculated total energy = -188101.388 eV
Net charge = +1
2S+1 = 3
Frontier orbital gap (spin up / spin down) = 0.302 / 0.315 Eh